Entry 1:
{"formula": "C25H61BrF3N17O28P", "method": "ωB97M-V with the def2-TZVPD basis set", "total_energy_ev": -197013.93565, "charge": 1, "lumo_energy_ev": -3.598, "elements": ["C", "C", "P", "C", "C", "N", "C", "N", "C", "C", "C", "C", "C", "F", "C", "F", "F", "N", "Br", "H", "H", "H", "H", "H", "H", "H", "H", "H", "H", "H", "H", "H", "H", "H", "H", "H", "H", "H", "C", "N", "O", "O", "H", "H", "H", "C", "N", "O", "O", "H", "H", "H", "C", "N", "O", "O", "H", "H", "H", "C", "N", "O", "O", "H", "H", "H", "C", "N", "O", "O", "H", "H", "H", "C", "N", "O", "O", "H", "H", "H", "C", "N", "O", "O", "H", "H", "H", "C", "N", "O", "O", "H", "H", "H", "C", "N", "O", "O", "H", "H", "H", "C", "N", "O", "O", "H", "H", "H", "C", "N", "O", "O", "H", "H", "H", "C", "N", "O", "O", "H", "H", "H", "C", "N", "O", "O", "H", "H", "H", "C", "N", "O", "O", "H", "H", "H"], "positions_angstrom": [[5.040, 0.374, -2.135], [5.193, 1.020, -3.517], [4.534, -0.014, -4.880], [4.219, 1.264, -6.151], [5.622, 1.670, -6.680], [2.946, -0.519, -4.180], [1.720, -0.109, -4.396], [1.364, 0.927, -5.197], [-0.094, 0.710, -5.509], [-0.580, 0.142, -4.175], [-1.866, -0.683, -4.387], [-3.039, -0.339, -3.432], [-2.659, 0.357, -2.176], [-2.483, 1.703, -2.306], [-2.455, -0.146, -0.965], [-2.480, -1.429, -0.703], [-2.239, 0.605, 0.089], [0.593, -0.737, -3.838], [0.781, -0.843, -1.937], [5.623, -0.548, -2.059], [5.363, 1.076, -1.364], [3.990, 0.139, -1.925], [4.656, 1.980, -3.529], [6.238, 1.212, -3.775], [3.652, 0.816, -6.976], [3.690, 2.139, -5.762], [5.940, 2.607, -6.221], [6.372, 0.894, -6.489], [5.566, 1.809, -7.763], [3.025, -1.278, -3.507], [1.881, 0.998, -6.066], [-0.128, -0.062, -6.285], [-0.540, 1.654, -5.815], [-0.679, 0.982, -3.482], [-1.603, -1.739, -4.283], [-2.213, -0.539, -5.414], [-3.580, -1.253, -3.167], [-3.743, 0.305, -3.971], [-5.154, -1.341, 0.835], [-6.624, -1.128, 0.885], [-7.230, -0.995, -0.161], [-7.126, -1.078, 1.985], [-4.851, -1.373, -0.203], [-4.692, -0.508, 1.358], [-4.943, -2.282, 1.334], [-2.647, 0.302, 3.633], [-2.131, -0.921, 4.308], [-1.710, -1.826, 3.618], [-2.191, -0.923, 5.516], [-2.565, 0.182, 2.560], [-3.680, 0.431, 3.941], [-2.038, 1.133, 3.978], [-5.962, 1.834, -1.279], [-5.538, 2.660, -0.118], [-5.917, 3.801, -0.044], [-4.815, 2.100, 0.691], [-6.594, 2.423, -1.934], [-5.052, 1.520, -1.781], [-6.493, 0.980, -0.871], [1.881, -2.540, 2.237], [2.680, -1.608, 1.399], [3.023, -1.987, 0.293], [2.960, -0.528, 1.873], [1.708, -3.447, 1.671], [2.464, -2.737, 3.132], [0.946, -2.047, 2.492], [-9.924, -0.827, 3.701], [-11.159, -0.679, 4.519], [-11.295, -1.409, 5.477], [-11.948, 0.170, 4.164], [-9.320, -1.615, 4.134], [-10.231, -1.072, 2.689], [-9.406, 0.126, 3.719], [0.185, -1.339, 7.729], [1.622, -1.018, 7.943], [1.918, -0.290, 8.864], [2.422, -1.516, 7.170], [-0.398, -0.830, 8.483], [-0.079, -1.003, 6.733], [0.079, -2.417, 7.807], [5.827, -2.610, 4.268], [5.814, -3.637, 3.189], [6.839, -3.838, 2.582], [4.762, -4.216, 2.985], [6.825, -2.195, 4.324], [5.093, -1.853, 4.006], [5.544, -3.106, 5.191], [3.682, -5.779, -0.932], [2.586, -4.776, -1.010], [2.659, -3.901, -1.847], [1.684, -4.884, -0.207], [4.411, -5.547, -1.699], [4.112, -5.704, 0.063], [3.236, -6.757, -1.082], [-0.109, 3.669, -1.481], [1.174, 3.841, -2.214], [1.467, 4.936, -2.640], [1.846, 2.839, -2.363], [-0.622, 4.621, -1.425], [-0.681, 2.943, -2.044], [0.132, 3.284, -0.495], [2.689, 6.198, -5.050], [3.422, 6.371, -6.334], [3.279, 5.517, -7.185], [4.124, 7.353, -6.443], [2.121, 5.280, -5.110], [3.426, 6.154, -4.256], [2.042, 7.061, -4.921], [6.213, 10.005, -7.310], [7.698, 10.068, -7.385], [8.282, 10.715, -6.543], [8.224, 9.457, -8.290], [5.891, 10.592, -6.458], [5.824, 10.407, -8.241], [5.936, 8.961, -7.201], [0.564, -4.408, -5.873], [0.215, -3.256, -6.750], [0.746, -2.181, -6.521], [-0.579, -3.454, -7.635], [1.279, -4.070, -5.132], [-0.358, -4.752, -5.415], [0.981, -5.181, -6.511], [-3.498, -0.938, 11.522], [-2.578, -0.712, 10.376], [-2.431, -1.607, 9.566], [-2.025, 0.365, 10.309], [-3.910, -1.933, 11.446], [-2.916, -0.819, 12.430], [-4.271, -0.178, 11.459], [-3.466, -6.118, 11.292], [-3.696, -4.708, 11.706], [-4.842, -4.322, 11.807], [-2.715, -4.027, 11.913], [-4.429, -6.590, 11.144], [-2.886, -6.091, 10.374], [-2.900, -6.598, 12.085]], "forces_ev_per_angstrom": [[0.045, -0.021, -0.122], [-0.711, 0.405, 0.145], [0.639, -0.694, 0.028], [-0.117, 0.030, -0.065], [-0.303, -0.011, -0.055], [-0.531, 0.620, -0.135], [0.063, -0.024, 0.127], [-0.908, -1.141, -0.750], [1.040, 0.027, 0.440], [-0.180, -0.295, -1.458], [0.033, 0.141, 0.484], [0.079, -0.253, -0.103], [0.053, -0.071, 0.128], [-0.271, -0.002, 0.081], [-0.329, 0.645, -0.727], [-0.022, -0.231, 0.233], [0.319, -0.247, 0.172], [0.235, 1.536, 1.048], [0.150, -0.464, -0.454], [-0.059, 0.122, 0.092], [0.066, -0.186, -0.052], [0.200, 0.057, 0.030], [0.185, -0.100, 0.031], [-0.045, -0.044, 0.083], [0.038, 0.050, 0.095], [0.048, -0.114, -0.109], [0.084, -0.157, -0.046], [-0.042, 0.129, -0.029], [0.109, 0.076, 0.195], [-0.009, -0.043, -0.086], [0.468, 0.330, 0.318], [-0.387, 0.276, -0.018], [-0.164, -0.174, 0.081], [0.106, -0.375, 0.186], [-0.003, 0.116, -0.004], [0.085, -0.112, 0.110], [0.044, 0.130, -0.106], [-0.002, -0.024, 0.257], [0.060, -0.094, -0.120], [-0.110, 0.115, 0.128], [0.127, -0.061, -0.037], [-0.036, -0.044, 0.108], [-0.082, -0.013, -0.048], [-0.046, 0.000, 0.029], [-0.003, 0.035, 0.068], [0.022, 0.084, -0.178], [-0.310, 0.229, 0.063], [0.155, -0.115, -0.144], [0.107, -0.120, 0.022], [0.053, -0.087, 0.014], [0.031, 0.047, 0.089], [-0.076, 0.033, 0.072], [-0.122, 0.088, -0.091], [0.038, -0.053, -0.043], [0.017, 0.050, 0.012], [0.041, -0.041, 0.077], [0.005, 0.082, 0.085], [-0.014, -0.062, 0.012], [0.001, -0.046, -0.127], [-0.106, -0.179, 0.031], [0.148, -0.089, -0.027], [-0.074, 0.070, 0.014], [-0.055, 0.056, 0.015], [0.035, 0.022, -0.029], [-0.013, 0.015, 0.060], [0.044, 0.081, 0.050], [0.106, -0.100, 0.021], [0.029, -0.004, -0.017], [-0.002, -0.036, 0.044], [-0.039, 0.049, -0.024], [-0.022, 0.001, 0.016], [-0.008, 0.065, -0.015], [-0.039, 0.024, -0.049], [0.024, 0.116, 0.153], [0.074, -0.004, 0.027], [-0.028, -0.017, -0.031], [0.008, -0.037, -0.103], [-0.005, 0.022, 0.036], [0.031, -0.070, -0.060], [0.008, -0.008, -0.057], [0.063, 0.026, 0.030], [0.050, 0.006, 0.012], [0.067, -0.007, -0.064], [-0.164, 0.076, -0.032], [0.000, -0.015, -0.015], [-0.040, -0.022, 0.023], [-0.066, 0.010, -0.003], [0.106, 0.035, -0.056], [0.039, 0.123, 0.210], [0.004, -0.034, -0.337], [-0.076, -0.064, -0.036], [-0.017, 0.020, -0.003], [-0.035, -0.015, 0.033], [-0.016, -0.005, 0.064], [-0.004, 0.212, 0.067], [0.000, -0.062, -0.079], [-0.083, 0.052, 0.101], [0.093, -0.146, -0.054], [0.086, 0.039, -0.028], [-0.041, -0.063, 0.066], [0.003, -0.061, -0.019], [-0.029, -0.053, -0.041], [0.030, 0.031, 0.030], [-0.007, -0.114, -0.051], [-0.002, 0.045, 0.022], [-0.004, -0.012, -0.011], [0.004, 0.060, 0.015], [0.054, 0.038, 0.019], [-0.069, 0.042, 0.106], [-0.017, -0.002, 0.014], [0.016, 0.025, 0.043], [0.017, -0.038, -0.053], [0.034, 0.015, -0.003], [0.014, -0.057, -0.033], [-0.008, -0.002, -0.079], [0.121, 0.032, 0.084], [0.002, -0.053, -0.021], [0.115, 0.088, 0.060], [-0.077, 0.004, -0.014], [-0.009, 0.025, -0.008], [-0.017, -0.037, -0.054], [-0.056, -0.021, -0.017], [-0.139, 0.001, -0.025], [0.052, -0.007, -0.081], [-0.129, -0.103, 0.052], [0.023, 0.068, 0.034], [0.007, -0.063, -0.006], [0.004, 0.051, -0.006], [0.067, 0.067, 0.042], [-0.100, -0.075, -0.009], [-0.005, 0.022, -0.022], [-0.055, 0.010, -0.019], [0.117, -0.057, 0.043], [-0.006, 0.024, 0.009], [0.050, 0.008, 0.031], [0.051, 0.019, -0.022]]}

=====

Entry 2:
{"formula": "C25H61FN2O13P3", "method": "ωB97M-V with the def2-TZVPD basis set", "total_energy_ev": -87094.72594, "charge": 1, "lumo_energy_ev": -3.339, "elements": ["C", "C", "O", "N", "C", "C", "C", "C", "C", "N", "F", "H", "H", "H", "H", "H", "H", "H", "H", "H", "H", "H", "H", "H", "H", "H", "H", "O", "P", "O", "C", "C", "O", "C", "C", "O", "C", "C", "H", "H", "H", "H", "H", "H", "H", "H", "H", "H", "H", "H", "H", "H", "H", "O", "P", "O", "C", "C", "O", "C", "C", "O", "C", "C", "H", "H", "H", "H", "H", "H", "H", "H", "H", "H", "H", "H", "H", "H", "H", "O", "P", "O", "C", "C", "O", "C", "C", "O", "C", "C", "H", "H", "H", "H", "H", "H", "H", "H", "H", "H", "H", "H", "H", "H", "H"], "positions_angstrom": [[-0.055, 2.432, 2.214], [-0.813, 1.157, 1.890], [-1.105, 0.890, 0.741], [-1.097, 0.273, 2.957], [-1.654, -1.000, 2.481], [-1.868, 0.846, 4.068], [-1.231, 0.511, 5.443], [0.296, 0.465, 5.394], [0.812, -0.975, 5.373], [2.179, -1.038, 4.743], [2.176, -1.700, 3.549], [0.993, 2.214, 2.424], [-0.469, 2.961, 3.072], [-0.119, 3.104, 1.364], [-2.452, -0.871, 1.752], [-0.859, -1.601, 2.040], [-2.029, -1.561, 3.339], [-2.881, 0.442, 4.082], [-1.954, 1.926, 3.998], [-1.524, 1.291, 6.145], [-1.661, -0.419, 5.818], [0.706, 1.017, 4.545], [0.709, 0.942, 6.286], [0.887, -1.391, 6.375], [0.178, -1.596, 4.743], [2.559, -0.101, 4.563], [2.870, -1.528, 5.332], [1.111, 3.390, -5.518], [0.406, 4.060, -4.426], [-0.876, 3.246, -3.929], [-0.731, 1.883, -3.504], [-0.117, 1.772, -2.122], [-0.379, 5.326, -5.044], [-0.009, 5.889, -6.308], [-1.027, 5.522, -7.364], [0.995, 4.727, -3.127], [0.459, 5.896, -2.484], [-0.913, 5.688, -1.887], [-0.141, 1.327, -4.237], [-1.735, 1.463, -3.502], [0.915, 2.133, -2.124], [-0.117, 0.736, -1.786], [-0.672, 2.372, -1.404], [0.988, 5.564, -6.600], [0.021, 6.972, -6.172], [-1.150, 4.439, -7.417], [-0.719, 5.889, -8.343], [-2.001, 5.950, -7.121], [0.474, 6.742, -3.168], [1.172, 6.125, -1.693], [-1.674, 5.581, -2.658], [-1.169, 6.553, -1.273], [-0.938, 4.793, -1.264], [4.610, -4.039, 6.660], [5.841, -4.754, 6.289], [7.149, -4.067, 6.869], [7.286, -3.857, 8.289], [7.621, -5.135, 9.030], [6.107, -4.422, 4.717], [5.023, -3.963, 3.926], [5.155, -2.474, 3.700], [6.114, -6.290, 6.294], [6.922, -7.016, 5.337], [8.387, -6.659, 5.389], [6.371, -3.407, 8.680], [8.088, -3.130, 8.405], [6.801, -5.852, 8.975], [7.815, -4.920, 10.081], [8.501, -5.611, 8.598], [4.072, -4.191, 4.408], [5.047, -4.503, 2.978], [5.252, -1.960, 4.663], [4.290, -2.089, 3.165], [6.045, -2.228, 3.122], [6.511, -6.901, 4.337], [6.788, -8.062, 5.607], [8.572, -5.656, 5.006], [8.945, -7.366, 4.775], [8.765, -6.705, 6.410], [-7.229, -0.961, -7.577], [-6.305, -0.196, -6.740], [-5.952, -0.948, -5.372], [-5.410, -2.276, -5.423], [-3.947, -2.288, -5.822], [-7.127, 1.036, -6.097], [-8.354, 1.492, -6.674], [-9.527, 1.067, -5.819], [-4.985, 0.551, -7.147], [-4.509, 1.777, -6.566], [-4.116, 1.650, -5.114], [-6.005, -2.887, -6.105], [-5.531, -2.685, -4.421], [-3.813, -1.938, -6.847], [-3.545, -3.300, -5.753], [-3.365, -1.631, -5.175], [-8.464, 1.125, -7.694], [-8.294, 2.582, -6.719], [-9.520, -0.013, -5.671], [-10.470, 1.352, -6.287], [-9.471, 1.533, -4.835], [-5.233, 2.576, -6.716], [-3.634, 2.043, -7.159], [-4.987, 1.510, -4.474], [-3.603, 2.558, -4.794], [-3.450, 0.799, -4.966]], "forces_ev_per_angstrom": [[-0.383, 0.084, 0.217], [-0.147, 0.119, -0.656], [0.377, -0.159, 0.827], [-0.609, 0.283, -0.614], [0.277, -0.303, 0.286], [0.496, -0.241, 0.817], [-0.219, 0.425, -0.339], [0.504, -0.135, 0.708], [-0.475, 0.446, -0.445], [0.559, -0.109, 0.751], [-0.381, 0.121, -0.079], [-0.003, -0.061, -0.056], [0.098, -0.060, 0.075], [0.087, -0.106, -0.113], [-0.010, 0.053, 0.010], [-0.065, 0.069, -0.215], [-0.064, 0.072, 0.029], [-0.052, 0.109, -0.272], [0.063, -0.003, -0.258], [-0.122, -0.101, 0.058], [0.231, -0.078, 0.089], [-0.286, -0.058, -0.179], [-0.053, 0.050, -0.002], [0.091, -0.190, -0.068], [0.133, -0.161, 0.001], [-0.139, 0.005, -0.248], [-0.046, -0.243, -0.121], [1.410, -0.443, 1.169], [-3.025, 1.659, -1.801], [0.368, -0.191, 0.333], [0.038, -0.334, 0.140], [0.194, 0.234, -0.123], [0.132, -0.073, 0.423], [-0.007, 0.154, -0.304], [-0.179, -0.087, 0.096], [1.088, -0.816, -0.042], [0.118, 0.330, 0.422], [-0.156, -0.098, -0.166], [0.006, 0.101, -0.064], [-0.041, 0.101, -0.025], [0.010, -0.046, -0.025], [-0.062, 0.000, 0.001], [-0.087, -0.099, 0.019], [-0.015, -0.131, 0.074], [-0.017, -0.019, 0.070], [0.126, -0.013, -0.044], [0.016, 0.014, 0.014], [0.015, 0.034, -0.017], [-0.077, -0.142, -0.215], [0.074, -0.149, -0.035], [0.015, -0.016, -0.022], [0.032, 0.006, 0.008], [0.040, 0.028, 0.042], [-0.480, -1.216, 1.083], [1.531, 2.045, -2.831], [-0.206, -0.314, 0.409], [0.109, 0.041, 0.345], [-0.100, -0.135, -0.152], [0.056, -0.413, 0.423], [-0.146, 0.116, -0.274], [0.133, 0.228, 0.067], [-1.012, -0.135, 0.960], [0.215, -0.582, -0.146], [0.008, 0.310, 0.018], [-0.037, -0.010, -0.088], [0.012, 0.003, -0.137], [-0.016, 0.023, 0.043], [0.010, 0.031, -0.007], [0.057, 0.063, 0.051], [0.015, -0.039, 0.027], [0.106, 0.008, 0.016], [-0.032, -0.037, 0.031], [0.089, -0.015, -0.179], [0.017, -0.059, 0.010], [-0.087, 0.286, 0.043], [-0.092, 0.062, 0.170], [-0.023, 0.010, -0.005], [-0.017, -0.029, 0.013], [0.000, -0.098, -0.005], [1.379, -0.380, -1.194], [-2.321, 1.577, 2.680], [0.413, -0.134, -0.361], [0.103, -0.279, 0.021], [-0.009, 0.153, -0.100], [0.453, -0.060, -0.051], [-0.302, 0.131, -0.049], [0.067, -0.073, 0.187], [0.164, -0.828, -1.064], [0.455, 0.423, -0.075], [-0.215, -0.102, 0.228], [-0.036, 0.065, -0.016], [-0.056, 0.095, 0.028], [-0.007, -0.042, -0.010], [-0.023, -0.008, 0.019], [0.002, -0.059, 0.060], [0.076, -0.121, 0.030], [0.067, -0.014, 0.024], [-0.022, -0.018, -0.124], [0.017, 0.017, -0.016], [-0.016, 0.028, -0.018], [-0.238, -0.174, 0.043], [-0.001, -0.173, -0.070], [-0.030, -0.035, -0.037], [0.045, 0.010, -0.093], [0.048, 0.027, -0.061]]}

=====

Let's list molar mass in order: 1215.73; 709.68 g/mol.
Let's list frontier orbital gap in order: 8.3; 8.2 eV.